No. 1
DFT (ωB97M-V with the def2-TZVPD basis set) results for a 3-piece molecular cluster, C42H79I2O11P overall.

Energy ... -92843.294 eV
Kohn-Sham gap ... 5.003 eV
Charge ... -2
2S+1 ... 1
E_HOMO ... -1.73 eV

Each line ends with the Löwdin charge.
Element x y z (Å)
C1 7.15909 1.96650 0.60714  -0.12
C2 6.63072 3.30136 1.19299  -0.28
C3 5.83029 4.14729 0.18726  -0.22
C4 4.38805 3.65621 -0.09973  -0.20
C5 3.69643 2.96365 1.09245  -0.25
C6 2.14989 3.00619 1.03346  -0.23
P1 1.32042 1.96362 -0.34937  0.67
C7 0.47579 1.10889 -1.87540  -0.15
C8 -0.22331 -0.23339 -1.72259  -0.19
C9 -1.14090 -0.49801 -0.72261  -0.06
C10 -1.80187 -1.68473 -0.60138  -0.13
C11 -1.58258 -2.71330 -1.48316  -0.11
C12 -0.68112 -2.48270 -2.49626  -0.09
C13 -0.01893 -1.28305 -2.62815  -0.25
C14 0.89504 -1.19338 -3.84446  -0.06
C15 1.93014 0.32676 0.48525  -0.34
C16 3.18843 -0.25523 -0.14018  -0.69
C17 2.96575 -1.41181 -1.12934  -0.18
I1 4.36486 -1.13924 1.54433  0.74
O1 -0.11716 2.08684 0.61414  -0.23
C18 -1.09136 2.89939 0.02628  -0.35
O2 -2.13844 3.34386 0.85551  -0.06
C19 -2.57246 2.34757 1.75168  -0.17
C20 -4.10281 2.06071 1.75430  -0.32
C21 -4.35944 0.80866 0.88997  -0.07
C22 -4.99358 3.26700 1.42754  -0.16
C23 -5.12869 3.65768 -0.05587  -0.41
C24 -6.15664 2.76720 -0.83145  -0.08
C25 -5.73607 5.08468 -0.06940  -0.14
C26 -0.32695 4.02132 -0.80296  -0.39
C27 -0.19040 5.44520 -0.14719  -0.77
O3 0.56348 6.24126 -0.78490  -0.09
O4 -0.75010 5.73097 0.93393  -0.07
C28 -1.24118 4.28510 -2.08411  -0.57
I2 -2.66536 5.89764 -1.88982  1.02
C29 -0.39265 4.57649 -3.32726  -0.32
C30 -1.22119 4.37391 -4.62768  -0.16
O5 0.89823 3.48622 -1.15933  -0.26
H1 6.56236 1.10352 0.91151  0.01
H2 7.32197 2.01680 -0.47304  0.07
H3 8.15161 1.80006 1.05327  0.05
H4 7.52955 3.88573 1.44342  0.09
H5 6.12017 3.11931 2.14061  0.09
H6 6.39392 4.10849 -0.75537  0.09
H7 5.84323 5.18139 0.55516  0.10
H8 4.47385 2.90990 -0.90148  0.08
H9 3.78470 4.47159 -0.50996  0.12
H10 3.98050 3.54619 1.98708  0.10
H11 4.12560 1.96464 1.24926  0.05
H12 1.78311 2.69645 2.02320  0.08
H13 1.89860 4.07078 0.96933  0.09
H14 2.51460 2.02772 -1.15626  0.03
H15 1.27209 0.95835 -2.60808  0.06
H16 -0.23927 1.76130 -2.39007  0.08
H17 -1.39545 0.26828 0.00108  0.09
H18 -2.53003 -1.82562 0.19533  0.10
H19 -2.09071 -3.67171 -1.44751  0.10
H20 -0.50714 -3.27892 -3.21900  0.10
H21 0.35128 -1.67708 -4.66928  0.07
H22 1.80645 -1.78591 -3.72766  0.06
H23 1.09350 -0.17558 -4.17518  0.07
H24 1.13143 -0.40373 0.64922  0.08
H25 2.22107 0.65079 1.48661  0.02
H26 3.85862 0.49110 -0.56110  0.05
H27 3.77915 -2.13238 -0.99320  0.02
H28 2.04037 -1.96377 -0.96660  0.08
H29 3.08994 -1.02036 -2.14218  0.07
H30 -1.60464 2.19864 -0.68243  0.13
H31 -2.06626 1.38305 1.64430  0.11
H32 -2.32688 2.70230 2.76672  0.13
H33 -4.33376 1.77008 2.79088  0.13
H34 -3.73658 0.00198 1.29787  0.07
H35 -3.99433 0.95426 -0.13348  0.08
H36 -5.40473 0.48259 0.91913  0.06
H37 -6.00984 3.02093 1.78220  0.11
H38 -4.66530 4.13987 2.00319  0.12
H39 -4.16126 3.62776 -0.55492  0.07
H40 -6.51379 1.92478 -0.23523  0.05
H41 -6.95453 3.35606 -1.28837  0.06
H42 -5.60138 2.31661 -1.66776  0.06
H43 -5.85486 5.37232 -1.11893  0.05
H44 -5.06326 5.76948 0.45217  0.06
H45 -6.72341 5.06279 0.40887  0.07
H46 -1.83461 3.39369 -2.32457  0.07
H47 -0.03065 5.60588 -3.34222  0.09
H48 0.44140 3.87650 -3.41336  0.10
H49 -2.23965 4.76131 -4.54727  0.01
H50 -1.31869 3.29043 -4.80993  0.06
H51 -0.69346 4.76348 -5.50565  0.06
C31 -4.79392 -0.85292 -2.33819  -0.08
O6 -5.52358 -1.99549 -1.90961  -0.18
C32 -6.63530 -1.72573 -1.08573  -0.20
C33 -7.96878 -2.21855 -1.63814  -0.18
O7 -8.39703 -1.71469 -2.89359  -0.12
C34 -7.61550 -1.94628 -4.05166  -0.18
C35 -7.39999 -3.38618 -4.50164  -0.19
O8 -6.73383 -4.21007 -3.56413  -0.18
C36 -7.46702 -5.32205 -3.09860  -0.12
H52 -3.86147 -0.78182 -1.77772  0.06
H53 -4.54174 -0.97791 -3.39461  0.09
H54 -5.35999 0.07516 -2.22801  0.07
H55 -6.70900 -0.65856 -0.85403  0.11
H56 -6.46865 -2.25376 -0.13740  0.13
H57 -8.73439 -1.89705 -0.92658  0.12
H58 -8.01128 -3.30941 -1.63920  0.09
H59 -6.66685 -1.41385 -3.97767  0.10
H60 -8.15495 -1.45180 -4.86534  0.13
H61 -6.76558 -3.34827 -5.39544  0.13
H62 -8.35752 -3.82555 -4.80457  0.12
H63 -8.54360 -5.20538 -3.25072  0.08
H64 -7.28077 -5.43106 -2.02799  0.08
H65 -7.12034 -6.23232 -3.59877  0.08
C37 7.30099 -2.49801 5.05024  -0.11
O9 6.37772 -3.55754 4.90116  -0.19
C38 6.21678 -4.04417 3.58032  -0.21
C39 6.54262 -5.52256 3.40824  -0.17
O10 7.85544 -5.96419 3.73253  -0.12
C40 8.34633 -5.82188 5.05081  -0.19
C41 7.62878 -6.56144 6.17408  -0.20
O11 6.27593 -6.19577 6.35613  -0.19
C42 5.33107 -7.23005 6.17063  -0.12
H66 6.76369 -1.55648 5.19237  0.09
H67 7.90090 -2.68273 5.94663  0.08
H68 7.97752 -2.40501 4.19732  0.09
H69 6.79929 -3.45627 2.86556  0.11
H70 5.16093 -3.91465 3.31960  0.10
H71 6.42319 -5.74014 2.34439  0.13
H72 5.80578 -6.14542 3.91740  0.10
H73 8.46868 -4.76560 5.29550  0.10
H74 9.36346 -6.22583 5.02290  0.12
H75 8.15179 -6.31071 7.10568  0.12
H76 7.73173 -7.64270 6.02821  0.12
H77 5.73280 -8.06133 5.58534  0.09
H78 4.47248 -6.81742 5.63778  0.09
H79 4.98517 -7.59599 7.14252  0.08

=====

No. 2
DFT (ωB97M-V with the def2-TZVPD basis set) results for one molecule with the formula C3H4Se.

Energy ... -68519.160 eV
Kohn-Sham gap ... 9.638 eV
2S+1 ... 1
E_HOMO ... -8.93 eV
SMILES ... C#CC[SeH]

Each line ends with the Löwdin charge.
Element x y z (Å)
C1 -1.64328 1.02576 0.13082  0.11
C2 -0.67222 0.34041 0.33046  -0.28
C3 0.36828 -0.61353 0.45023  -0.54
Se1 2.15894 0.15620 0.01529  0.78
H1 -2.42398 1.80824 0.10315  0.05
H2 0.32965 -1.42097 -0.31939  0.08
H3 0.58068 -0.86064 1.48970  0.05
H4 1.65733 1.31573 0.47158  -0.25

=====

No. 3
DFT (ωB97M-V with the def2-TZVPD basis set) results for C16H13N3O4Ru as an isolated structure.

Energy ... -32000.143 eV
Kohn-Sham gap (spin up / spin down) ... 7.865 / 6.421 eV
Charge ... +4
2S+1 ... 5
E_HOMO (spin up / spin down) ... -22.54 / -22.99 eV

Each line ends with the Löwdin charge.
Element x y z (Å)
Ru1 -0.04569 -0.12648 0.51046  1.63
O1 -1.62819 2.44030 3.30426  0.31
C1 -1.16693 1.50310 2.59268  -0.37
O2 -0.90190 1.56894 1.36426  -0.02
C2 -0.92796 0.18590 3.27039  -0.11
C3 -1.20510 -0.15247 4.58230  0.13
C4 -0.92835 -1.45847 4.99044  0.11
C5 -0.39991 -2.38593 4.08582  0.11
C6 -0.14836 -1.97042 2.79096  -0.10
N1 -0.39836 -0.70341 2.41561  -0.01
C7 0.39423 -2.75507 1.62120  -0.36
O3 0.76232 -3.96044 1.63701  0.32
O4 0.47793 -2.11500 0.54135  -0.03
H1 -1.79495 3.31105 2.88862  0.22
H2 -1.62988 0.57405 5.26610  0.17
H3 -1.13452 -1.76057 6.01143  0.17
H4 -0.21106 -3.40041 4.41774  0.16
H5 0.70031 -4.52969 2.42454  0.20
N2 2.06873 0.63110 -0.62374  0.11
C8 1.72085 1.03245 -1.93038  -0.14
C9 2.56464 1.81133 -2.73521  0.09
C10 2.21755 2.08018 -4.04570  0.09
C11 1.01873 1.56585 -4.58549  0.18
C12 0.07364 0.88244 -3.76281  -0.09
C13 -1.20127 0.48457 -4.19852  0.12
C14 -2.07536 -0.11171 -3.30274  0.07
C15 -1.67424 -0.27743 -1.98046  -0.03
N3 -0.45449 0.08019 -1.55612  -0.03
C16 0.42688 0.63258 -2.42035  -0.13
H6 2.78286 1.23506 -0.21824  0.15
H7 2.43276 -0.32584 -0.60390  0.14
H8 3.51789 2.15708 -2.34909  0.16
H9 2.89033 2.65283 -4.67419  0.16
H10 0.81452 1.68529 -5.64610  0.17
H11 -1.51918 0.65881 -5.22162  0.17
H12 -3.06280 -0.43401 -3.60777  0.16
H13 -2.35567 -0.70574 -1.25275  0.14

=====

No. 4
DFT (ωB97M-V with the def2-TZVPD basis set) results for C24H68N6O8Ti2 as an isolated structure.

Energy ... -97531.409 eV
Kohn-Sham gap (spin up / spin down) ... 4.438 / 8.755 eV
2S+1 ... 7
E_HOMO (spin up / spin down) ... -3.89 / -8.50 eV

Each line ends with the Löwdin charge.
Element x y z (Å)
Ti1 -0.24050 -0.34759 0.58498  0.56
Ti2 0.66427 2.76738 1.42888  0.68
O1 1.45001 1.18466 0.01122  -0.54
H1 1.52110 1.92538 -0.62187  -0.05
O2 -1.38578 1.41413 1.63987  -0.54
H2 -2.25606 1.81060 1.43997  -0.03
C1 1.84813 -3.67216 0.77152  -0.04
C2 2.36637 -2.38028 0.27107  -0.45
C3 2.07325 -2.10704 -1.18139  -0.19
O3 2.63974 -3.20688 -1.85874  -0.20
C4 2.77650 -3.19463 -3.27087  -0.09
N1 1.85704 -1.38051 1.14069  -0.01
H3 1.99749 -4.52030 0.10335  0.09
H4 0.79271 -3.52499 1.00071  0.06
H5 2.24138 -3.97053 1.74333  0.09
H6 3.45241 -2.29874 0.31560  0.14
H7 2.54569 -1.22985 -1.62350  0.13
H8 0.99386 -2.07702 -1.33002  0.11
H9 1.78956 -2.84360 -3.57228  0.08
H10 2.99354 -4.13106 -3.78476  0.09
H11 3.36616 -2.39079 -3.71160  0.08
H12 1.93355 -0.43407 0.79646  -0.01
H13 2.20717 -1.44396 2.08592  0.10
C5 -2.77509 1.39978 -2.21415  -0.04
C6 -2.64939 -0.12876 -2.48612  -0.42
C7 -3.02584 -0.27853 -3.90755  -0.19
O4 -2.84012 -1.71083 -4.29128  -0.20
C8 -4.10760 -2.22532 -4.69147  -0.11
N2 -1.33835 -0.75089 -2.23731  0.06
H14 -2.48249 1.72260 -1.21502  0.06
H15 -3.78678 1.78761 -2.33322  0.08
H16 -2.14688 2.08756 -2.78021  0.07
H17 -3.34755 -0.68795 -1.86323  0.13
H18 -2.39801 0.41427 -4.46787  0.12
H19 -4.03613 0.11144 -4.03141  0.12
H20 -4.68148 -2.56805 -3.83048  0.09
H21 -3.72085 -3.07579 -5.25291  0.09
H22 -4.59802 -1.57229 -5.41337  0.09
H23 -0.66787 -0.28990 -2.83567  0.02
H24 -1.45089 -1.62316 -2.73385  0.07
C9 -2.96651 -2.00012 0.66640  -0.10
C10 -2.62268 -2.35001 2.03148  -0.45
C11 -2.38591 -3.84926 2.03917  -0.22
O5 -2.44265 -4.42472 3.29725  -0.16
C12 -3.68194 -4.06447 3.93102  -0.09
N3 -1.39480 -1.61378 2.35214  0.03
H25 -2.18404 -2.28803 -0.03569  0.07
H26 -3.18478 -0.94225 0.52018  0.08
H27 -3.92958 -2.45649 0.43766  0.10
H28 -3.40429 -2.04423 2.72696  0.11
H29 -1.45608 -4.18572 1.58056  0.13
H30 -3.10845 -4.39302 1.43058  0.13
H31 -4.50516 -3.76864 3.28072  0.10
H32 -3.49981 -3.16873 4.52482  0.07
H33 -4.01317 -4.84049 4.62106  0.09
H34 -1.63474 -0.66180 2.58930  0.02
H35 -0.98103 -2.03513 3.17150  0.10
C13 -4.11904 2.59010 5.10817  -0.07
C14 -3.06729 1.47420 5.10342  -0.37
C15 -3.62409 0.28694 4.13965  -0.17
O6 -4.92201 -0.10209 4.57135  -0.22
C16 -5.18263 -0.60744 5.88045  -0.09
N4 -1.90596 2.09932 4.43778  0.02
H36 -4.52795 2.36942 6.09416  0.06
H37 -4.84415 2.60501 4.29448  0.08
H38 -3.71127 3.60028 5.14530  0.07
H39 -2.93170 1.00613 6.07842  0.13
H40 -3.05822 -0.62223 4.34284  0.09
H41 -3.53580 0.47694 3.06997  0.11
H42 -5.05509 0.28318 6.49577  0.07
H43 -4.55741 -1.45733 6.15411  0.08
H44 -6.19868 -0.81711 6.21476  0.09
H45 -1.28781 1.32382 4.24649  0.04
H46 -2.10672 2.15264 3.44937  0.01
C17 3.58395 1.63014 2.68238  -0.06
C18 4.17644 2.62603 1.71561  -0.45
C19 5.27396 1.99148 0.88322  -0.19
O7 5.65629 2.73176 -0.29519  -0.19
C20 7.03499 2.66273 -0.61345  -0.10
N5 3.11877 3.11902 0.89884  -0.01
H47 4.38380 1.05991 3.15480  0.09
H48 3.10100 0.87287 2.06481  0.05
H49 2.87616 2.05479 3.39428  0.08
H50 4.64183 3.48593 2.19736  0.15
H51 5.12324 0.92310 0.72848  0.13
H52 6.03904 1.92994 1.65715  0.12
H53 7.44954 1.65931 -0.51660  0.09
H54 7.62078 3.29511 0.05367  0.08
H55 7.08224 3.23956 -1.53711  0.09
H56 2.79791 2.28046 0.43627  0.00
H57 3.62904 3.62826 0.19145  0.09
C21 1.16765 2.10211 -5.78911  -0.03
C22 1.80359 1.52821 -4.47745  -0.43
C23 2.44448 2.62617 -3.67530  -0.19
O8 3.40176 3.44116 -4.40788  -0.20
C24 4.67428 2.86457 -4.75940  -0.10
N6 0.80600 0.88183 -3.66949  0.05
H58 0.71910 1.27194 -6.33474  0.08
H59 1.96509 2.56205 -6.37274  0.07
H60 0.47384 2.92780 -5.63106  0.08
H61 2.56767 0.81104 -4.77740  0.13
H62 2.93520 2.27635 -2.76704  0.11
H63 1.71698 3.35353 -3.31502  0.13
H64 4.58308 2.11770 -5.54805  0.07
H65 5.00622 2.24092 -3.92934  0.08
H66 5.45212 3.53853 -5.11834  0.09
H67 0.07520 1.56998 -3.55785  0.07
H68 1.07601 0.56083 -2.75072  0.05